Below is a cluster of 11 separate species, C35H44BF10NO31 in total at a distorted geometry, with properties calculated with ωB97M-V/def2-TZVPD.

Values from the calculation:
* E_LUMO: 0.07 eV
* structure (SMILES): O=C1OC[C@@H](F)O1.O=C1OC[C@@H](F)O1.O=C1OC[C@@H](F)O1.O=C1OC[C@@H](F)O1.O=C1OC[C@@H](F)O1.O=C1OC[C@@H](F)O1.O=C1OC[C@@H](F)O1.O=C1OC[C@@H](F)O1.O=C1OC[C@@H](F)O1.O=C1OC[C@@H](F)O1.CCNBCCCO
* frontier orbital gap: 9.49 eV
* E_tot: -129825.2512 eV

Structure (ORCA input):
```
! wB97M-V def2-TZVPD RIJCOSX def2/J DEFGRID3
* xyz 0 1
O -0.196 3.502 2.348
C 0.306 4.446 1.831
O 1.184 5.293 2.381
C 1.684 6.177 1.363
C 0.580 6.105 0.329
F 1.042 6.159 -0.951
O 0.037 4.821 0.545
H 2.609 5.766 0.958
H 1.851 7.167 1.769
H -0.209 6.849 0.445
O -2.652 -7.342 0.487
C -3.342 -6.979 1.388
O -4.663 -7.200 1.494
C -5.111 -6.709 2.765
C -4.022 -5.706 3.114
F -3.766 -5.652 4.437
O -2.899 -6.252 2.441
H -5.110 -7.521 3.493
H -6.103 -6.283 2.663
H -4.194 -4.693 2.747
O 3.121 3.660 4.552
C 2.316 2.808 4.736
O 2.366 1.579 4.175
C 1.318 0.778 4.731
C 0.347 1.836 5.224
F -0.285 1.466 6.365
O 1.212 2.924 5.510
H 1.709 0.211 5.577
H 0.920 0.104 3.979
H -0.395 2.160 4.494
O 6.454 3.814 0.053
C 6.220 3.019 0.897
O 6.142 3.272 2.218
C 5.656 2.103 2.888
C 6.027 1.010 1.901
F 5.129 -0.010 1.869
O 5.999 1.689 0.666
H 4.575 2.174 3.001
H 6.127 2.007 3.860
H 7.020 0.579 2.046
O 1.024 -2.321 2.981
C 1.260 -2.984 2.030
O 0.452 -3.137 0.967
C 1.152 -3.853 -0.059
C 2.232 -4.560 0.741
F 3.410 -4.627 0.072
O 2.404 -3.703 1.852
H 1.609 -3.134 -0.741
H 0.461 -4.493 -0.597
H 1.974 -5.556 1.102
O 1.695 8.954 0.236
C 1.106 9.447 -0.672
O 0.037 10.258 -0.543
C -0.308 10.767 -1.835
C 0.306 9.725 -2.757
F 0.778 10.259 -3.905
O 1.394 9.249 -1.980
H 0.180 11.731 -1.989
H -1.385 10.862 -1.919
H -0.359 8.896 -2.994
O -2.632 -0.367 -2.845
C -2.760 -1.372 -3.470
O -3.884 -1.774 -4.091
C -3.624 -3.032 -4.733
C -2.427 -3.539 -3.947
F -1.551 -4.230 -4.709
O -1.807 -2.324 -3.543
H -3.341 -2.862 -5.773
H -4.497 -3.671 -4.669
H -2.670 -4.116 -3.056
O 9.004 -3.777 -1.297
C 8.184 -3.433 -0.519
O 6.882 -3.803 -0.534
C 6.251 -3.325 0.654
C 7.167 -2.183 1.060
F 7.274 -2.046 2.404
O 8.409 -2.587 0.529
H 6.270 -4.104 1.418
H 5.231 -3.027 0.446
H 6.898 -1.213 0.636
O -3.718 7.258 -1.913
C -2.960 6.572 -2.507
O -3.059 5.240 -2.677
C -2.043 4.807 -3.588
C -1.017 5.920 -3.462
F -0.374 6.185 -4.623
O -1.830 7.034 -3.128
H -2.443 4.783 -4.602
H -1.681 3.828 -3.294
H -0.275 5.771 -2.679
O -3.581 -6.252 -3.833
C -3.012 -7.208 -3.423
O -3.539 -8.444 -3.323
C -2.509 -9.350 -2.917
C -1.504 -8.414 -2.263
F -0.224 -8.802 -2.464
O -1.739 -7.200 -2.951
H -2.060 -9.811 -3.798
H -2.921 -10.104 -2.256
H -1.656 -8.248 -1.195
C -3.025 3.540 0.496
C -2.243 2.429 -0.185
N -2.972 1.158 -0.210
B -2.625 0.096 0.646
C -3.324 -1.321 0.526
C -2.477 -2.298 -0.312
C -2.568 -3.738 0.111
O -1.983 -4.569 -0.899
H -2.684 4.510 0.133
H -4.079 3.454 0.232
H -2.914 3.541 1.579
H -1.266 2.308 0.283
H -2.070 2.736 -1.220
H -3.059 0.811 -1.164
H -1.746 0.259 1.458
H -3.505 -1.739 1.522
H -4.299 -1.210 0.044
H -2.810 -2.244 -1.337
H -1.423 -2.013 -0.303
H -2.044 -3.887 1.061
H -3.616 -4.045 0.248
H -1.927 -5.468 -0.550
*
```

=====

Below is a structure of composition C35H44CrN6O2SSeSi at a distorted geometry, with properties calculated with ωB97M-V/def2-TZVPD.

Values from the calculation:
* ΔE to the lowest compared entry with this formula, charge and spin: 0.0 kcal/mol
* E_LUMO (spin up / spin down): 2.21 / 2.22 eV
* frontier orbital gap (spin up / spin down): 4.53 / 5.74 eV
* <S²>: 8.82
* E_tot: -162525.8011 eV

Structure (ORCA input):
```
! wB97M-V def2-TZVPD RIJCOSX def2/J DEFGRID3
* xyz -1 6
Cr 11.432 11.095 11.183
O 8.933 8.608 11.273
C 9.291 7.453 10.571
C 10.771 7.346 10.242
C 11.206 6.291 9.424
C 12.560 6.107 9.172
C 13.447 6.959 9.807
C 12.949 7.928 10.655
N 11.632 8.235 10.766
H 9.553 8.728 12.035
H 8.709 7.440 9.622
H 8.993 6.526 11.103
H 10.455 5.639 8.998
H 12.889 5.332 8.496
H 14.523 6.889 9.652
H 13.603 8.545 11.261
Se 18.998 11.902 11.279
N 17.750 11.569 12.629
C 16.612 11.378 12.002
C 15.403 11.016 12.720
C 15.362 10.667 14.096
C 14.155 10.201 14.586
C 13.053 10.088 13.748
N 13.050 10.450 12.472
C 14.228 10.928 11.935
C 14.257 11.095 10.467
N 13.061 10.849 9.813
C 13.053 10.649 8.490
C 14.175 10.781 7.674
C 15.375 11.096 8.306
C 15.423 11.269 9.719
C 16.608 11.515 10.510
N 17.758 11.743 9.917
H 16.251 10.751 14.724
H 14.044 9.958 15.628
H 12.115 9.699 14.123
H 12.123 10.282 8.085
H 14.122 10.632 6.599
H 16.265 11.201 7.703
O 9.994 10.767 12.550
N 10.054 11.211 13.815
C 9.194 10.544 14.638
C 9.025 10.966 15.952
C 9.739 12.103 16.356
C 10.607 12.784 15.523
C 10.774 12.351 14.185
S 11.824 13.157 13.025
H 8.663 9.690 14.243
H 8.357 10.460 16.635
H 9.594 12.483 17.357
H 11.173 13.643 15.854
C 10.196 11.594 6.773
C 9.147 11.620 7.934
C 8.764 10.138 8.226
C 7.890 12.327 7.350
Si 9.744 12.534 9.557
C 10.757 14.148 9.141
C 10.140 14.898 7.931
C 10.823 15.177 10.303
C 12.235 13.857 8.743
C 8.182 13.068 10.566
C 8.463 13.534 12.020
C 7.445 14.272 9.935
C 7.178 11.910 10.719
H 9.657 11.612 5.810
H 10.805 10.677 6.799
H 10.881 12.441 6.765
H 8.432 9.646 7.298
H 7.970 10.042 8.956
H 9.615 9.572 8.614
H 7.515 11.768 6.470
H 8.110 13.351 7.032
H 7.060 12.372 8.056
H 9.116 15.254 8.099
H 10.119 14.278 7.027
H 10.768 15.780 7.696
H 9.858 15.647 10.517
H 11.521 15.971 10.002
H 11.201 14.722 11.240
H 12.342 13.206 7.874
H 12.801 13.427 9.578
H 12.744 14.804 8.474
H 9.295 14.229 12.145
H 8.689 12.679 12.652
H 7.557 14.040 12.394
H 8.050 15.189 9.984
H 6.514 14.438 10.499
H 7.177 14.136 8.882
H 7.670 11.021 11.151
H 6.743 11.611 9.766
H 6.348 12.237 11.372
*
```

=====

Below is a structure of composition C35H45Br2Cl3FeN6OSi4Te, with properties calculated with ωB97M-V/def2-TZVPD.

Values from the calculation:
* ΔE to the lowest compared entry with this formula, charge and spin: 19.8 kcal/mol
* E_LUMO: -0.67 eV
* frontier orbital gap: 5.69 eV
* E_tot: -298860.9517 eV

Structure (ORCA input):
```
! wB97M-V def2-TZVPD RIJCOSX def2/J DEFGRID3
* xyz 0 1
Fe 1.002 0.357 -1.503
C 4.578 2.798 -0.526
C 3.142 2.360 -0.483
N 2.589 1.664 -1.413
N 3.390 1.452 -2.538
C 2.762 0.772 -3.461
O 1.575 0.303 -3.363
C 3.513 0.489 -4.719
C 2.937 -0.335 -5.680
C 3.626 -0.639 -6.845
C 4.895 -0.121 -7.057
C 5.473 0.705 -6.100
C 4.787 1.009 -4.936
C 2.342 2.789 0.694
C 2.926 2.896 1.954
C 2.162 3.365 3.008
C 0.849 3.729 2.773
C 0.355 3.591 1.484
N 1.078 3.143 0.468
H 5.059 2.445 -1.428
H 4.643 3.887 -0.477
H 5.110 2.403 0.341
H 1.947 -0.730 -5.498
H 3.172 -1.281 -7.589
H 5.434 -0.358 -7.965
H 6.462 1.113 -6.265
H 5.224 1.650 -4.184
H 3.951 2.601 2.120
H 2.591 3.445 3.999
H 0.221 4.117 3.563
H -0.671 3.861 1.255
Br -3.535 -3.838 -3.851
C -2.256 -2.686 -3.090
C -1.209 -3.203 -2.348
C -0.305 -2.312 -1.800
N -0.393 -0.995 -1.973
C -1.431 -0.501 -2.658
C -2.387 -1.319 -3.242
C -1.466 0.976 -2.726
C -2.481 1.680 -3.353
C -2.400 3.059 -3.375
Br -3.765 4.062 -4.198
C -1.316 3.695 -2.801
C -0.351 2.914 -2.191
N -0.432 1.586 -2.126
H -1.100 -4.264 -2.182
H 0.511 -2.656 -1.181
H -3.219 -0.910 -3.793
H -3.316 1.175 -3.812
H -1.217 4.770 -2.821
H 0.508 3.353 -1.708
C -2.048 2.041 4.398
Si -1.403 0.277 4.552
C 0.338 0.330 5.252
C -2.524 -0.635 5.763
Si -1.386 -0.780 2.464
Te 0.762 -0.393 1.276
Si -1.484 -3.089 2.827
C -1.147 -4.011 1.219
C -3.164 -3.654 3.475
C -0.154 -3.575 4.067
Si -3.328 -0.149 1.341
C -4.811 -0.119 2.503
C -3.715 -1.384 -0.025
C -3.123 1.561 0.579
H -1.967 2.572 5.350
H -3.095 2.061 4.090
H -1.469 2.584 3.651
H 0.366 0.867 6.204
H 1.012 0.822 4.547
H 0.721 -0.680 5.418
H -2.583 -0.093 6.711
H -2.141 -1.636 5.976
H -3.539 -0.740 5.373
H -1.885 -3.752 0.456
H -1.181 -5.093 1.376
H -0.157 -3.742 0.846
H -3.951 -3.478 2.737
H -3.441 -3.127 4.390
H -3.150 -4.725 3.696
H 0.812 -3.173 3.753
H -0.065 -4.661 4.150
H -0.375 -3.178 5.061
H -4.949 -1.088 2.988
H -5.724 0.111 1.947
H -4.699 0.633 3.287
H -4.036 -2.341 0.395
H -2.826 -1.574 -0.626
H -4.510 -1.022 -0.684
H -3.003 2.313 1.364
H -3.992 1.837 -0.025
H -2.228 1.596 -0.046
Cl 4.413 -3.346 0.655
C 4.223 -2.916 -1.046
Cl 5.740 -2.314 -1.720
Cl 3.643 -4.310 -1.976
C 3.220 -1.861 -1.153
N 2.438 -1.034 -1.235
*
```

=====

Below is a structure of composition C35H45BrF7N3NiO3SiTe at a distorted geometry, with properties calculated with ωB97M-V/def2-TZVPD.

Values from the calculation:
* ΔE to the lowest compared entry with this formula, charge and spin: 49.4 kcal/mol
* E_LUMO (spin up / spin down): -0.99 / -0.98 eV
* frontier orbital gap (spin up / spin down): 5.85 / 5.22 eV
* <S²>: 2.03
* E_tot: -192916.4504 eV

Structure (ORCA input):
```
! wB97M-V def2-TZVPD RIJCOSX def2/J DEFGRID3
* xyz 0 3
Ni 0.456 -0.150 1.797
O 2.249 6.431 3.208
C 3.261 5.512 2.783
C 2.659 4.204 2.276
C 3.452 3.207 1.688
C 2.923 1.977 1.409
N 1.619 1.683 1.599
C 0.802 2.693 2.043
C 1.315 3.942 2.446
C -0.590 2.339 2.086
C -1.610 3.292 2.324
C -2.905 2.876 2.470
C -3.984 3.879 2.795
O -4.059 4.970 1.826
C -3.202 1.521 2.280
C -2.215 0.665 1.893
N -0.941 1.048 1.826
H 2.681 7.154 3.735
H 3.951 5.232 3.606
H 3.831 5.948 1.933
H 4.501 3.397 1.443
H 3.609 1.215 1.056
H 0.640 4.635 2.978
H -1.397 4.343 2.404
H -3.817 4.345 3.772
H -4.949 3.343 2.800
H -4.147 4.568 0.917
H -4.203 1.127 2.318
H -2.454 -0.387 1.674
F -4.481 -4.106 1.637
C -3.145 -3.947 1.738
C -2.661 -2.767 2.305
C -1.319 -2.477 2.118
C -0.346 -3.326 1.666
C -0.912 -4.470 1.087
F -0.080 -5.390 0.490
C -2.287 -4.810 1.127
C 1.099 -3.077 1.983
C 2.065 -4.096 2.114
C 3.329 -3.854 2.642
C 3.533 -2.591 3.176
C 2.582 -1.595 2.933
N 1.496 -1.806 2.156
H -3.345 -2.112 2.759
H -2.603 -5.722 0.625
H 1.700 -5.075 1.762
H 4.117 -4.618 2.622
H 4.403 -2.270 3.761
H 2.748 -0.611 3.391
F -0.008 -2.541 4.367
Te -0.687 -1.071 5.333
F -1.427 0.459 6.291
F 0.749 -1.389 6.583
F -2.255 -1.049 4.307
F -1.710 -2.388 6.287
O 0.267 0.159 4.166
C 1.681 -1.531 -5.336
C 1.358 -1.789 -3.833
C 0.761 -3.229 -3.774
C 2.728 -1.742 -3.074
Si 0.096 -0.547 -3.097
Br 0.367 -1.120 -0.837
C 0.568 1.290 -3.239
C 2.094 1.530 -3.081
C -0.104 2.106 -2.140
C 0.120 1.849 -4.608
C -1.772 -0.862 -3.422
C -2.101 -0.891 -4.963
C -2.645 0.200 -2.750
C -2.160 -2.186 -2.731
H 2.352 -2.329 -5.664
H 2.205 -0.587 -5.455
H 0.756 -1.538 -5.933
H 1.493 -3.928 -4.175
H -0.129 -3.360 -4.378
H 0.505 -3.552 -2.758
H 3.368 -2.547 -3.520
H 2.608 -2.058 -2.020
H 3.234 -0.791 -3.151
H 2.451 1.229 -2.083
H 2.273 2.622 -3.196
H 2.673 1.009 -3.851
H 0.177 1.826 -1.122
H -1.202 2.079 -2.162
H 0.156 3.153 -2.311
H 0.623 1.397 -5.474
H 0.364 2.934 -4.578
H -0.963 1.778 -4.804
H -1.839 0.066 -5.422
H -3.174 -1.077 -5.069
H -1.557 -1.688 -5.507
H -2.638 1.166 -3.262
H -2.446 0.355 -1.675
H -3.684 -0.148 -2.801
H -1.648 -3.101 -3.013
H -3.246 -2.386 -2.908
H -2.002 -2.067 -1.634
*
```

=====

The highest E_tot belongs to which entry? C35H44BF10NO31